Entry from the OMol25 dataset: C6H8N as an isolated structure at a distorted geometry (ωB97M-V with the def2-TZVPD basis set).

The max |F| is 5.32 eV/Å. As for the HOMO energy: -15.044 eV. The total energy comes out at -287.76561 hartree. The calculation puts the energy relative to the best compared isomer or geometry (same formula, charge and spin) at 5.187 eV.

ORCA input file:
```
! wB97M-V def2-TZVPD RIJCOSX def2/J DEFGRID3
* xyz 1 1
C 0.29 1.54 0.57
C -0.54 0.20 -0.98
C -1.43 -1.06 -0.86
C -0.55 -0.87 0.34
C 1.32 0.41 0.84
C 0.83 -0.76 0.08
N -0.56 1.43 -0.34
H 0.35 2.53 1.15
H -0.03 0.16 -1.89
H -2.51 -1.15 -0.60
H -1.33 -1.85 -1.54
H -0.74 -0.36 1.20
H 2.21 0.94 0.64
H 1.36 0.36 1.99
H 1.33 -1.50 -0.59
*
```